[1]
{
  "formula": "C3H6F2OP2",
  "method": "the ωB97M-V functional and the def2-TZVPD basis",
  "e_tot_ha": -1075.45344,
  "homo_ev": -9.506,
  "de_lowest_kj_mol": 104.2,
  "species": ["H", "P", "C", "O", "C", "P", "C", "F", "H", "H", "H", "H", "F", "H"],
  "xyz": [[0.5922, -0.4664, -3.0546], [-0.5565, 0.3439, -2.5739], [-0.2907, -0.0717, -1.0035], [0.6322, -0.8416, -0.3719], [-0.3557, -0.1934, 0.4493], [-1.7048, -1.2468, 1.2448], [0.2654, 0.9266, 1.3423], [-0.4024, 0.9008, 2.5371], [-1.9844, -2.0535, 0.1481], [-2.8237, -0.4317, 0.6294], [0.0258, 1.9439, 0.8079], [1.3147, 0.7269, 1.3398], [2.8717, 0.6449, -0.7695], [2.4161, -0.1819, -0.7253]],
  "forces_ev_per_a": [[-0.89, 0.62, 0.42], [0.44, -0.22, -0.81], [0.52, -0.21, 0.62], [0.58, -1.04, -0.03], [-0.60, 0.87, -0.09], [-1.32, 1.23, -0.41], [-2.58, 1.15, -2.81], [0.61, 0.13, 0.48], [0.56, -0.56, -0.55], [1.20, -0.43, 1.11], [0.71, -1.74, 1.20], [0.77, 0.13, 0.82], [-0.17, -0.64, 0.04], [0.16, 0.71, 0.00]]
}

***

[2]
{
  "formula": "C3H8NP",
  "method": "the ωB97M-V functional and the def2-TZVPD basis",
  "e_tot_ha": -515.06353,
  "homo_ev": -8.748,
  "de_lowest_kj_mol": 306.7,
  "species": ["C", "C", "C", "N", "P", "H", "H", "H", "H", "H", "H", "H", "H"],
  "xyz": [[0.5675, 0.1184, -0.0826], [-0.8165, -1.5310, 0.2428], [-0.2966, 1.3714, 0.0613], [1.4583, -0.0450, -1.1850], [2.2045, -0.3098, 0.3881], [-1.5197, -1.2148, -0.5599], [-1.4173, -1.7072, 1.1288], [-0.1960, -2.4245, 0.0105], [0.2237, 2.2673, -0.4062], [-0.4106, 1.3971, 1.1213], [-1.2346, 1.1410, -0.2191], [1.5044, -0.6946, -1.9310], [2.8163, 1.0300, 0.3629]],
  "forces_ev_per_a": [[-3.26, -1.87, -0.79], [1.80, 1.73, -1.80], [4.31, -0.17, 0.73], [-0.03, 0.82, 1.35], [1.41, 0.78, -0.17], [0.70, -0.55, 0.28], [0.50, 0.57, 0.56], [-0.54, 0.73, -0.07], [-0.96, -1.05, 0.67], [0.14, 0.98, 1.04], [-3.16, -0.25, -1.92], [-0.61, -0.96, -0.34], [-0.29, -0.76, 0.45]]
}

***

[3]
{
  "formula": "C9H24BBrF7N2O7SV",
  "method": "the ωB97M-V functional and the def2-TZVPD basis",
  "e_tot_ha": -5633.74708,
  "homo_ev": -8.584,
  "de_lowest_kj_mol": 0.0,
  "species": ["O", "V", "O", "B", "F", "F", "F", "F", "C", "C", "C", "O", "C", "N", "H", "H", "H", "H", "H", "H", "H", "H", "H", "H", "H", "H", "C", "C", "C", "O", "C", "N", "H", "H", "H", "H", "H", "H", "H", "H", "H", "H", "H", "H", "C", "F", "F", "F", "S", "O", "O", "O", "Br"],
  "xyz": [[1.5894, -0.1908, 2.5660], [1.0504, -1.3237, 1.6291], [0.6509, -0.7526, 0.2011], [3.9377, -0.4942, 5.5938], [3.3262, -1.3325, 4.6352], [3.1471, 0.6458, 5.7781], [4.0967, -1.2046, 6.8100], [5.2299, -0.1128, 5.1361], [4.0041, 0.8877, -1.7552], [3.6939, -0.3873, -2.5031], [2.2225, -0.6055, -2.7772], [1.7290, 0.5555, -3.4121], [0.3230, 0.5722, -3.5349], [4.4259, -0.3678, -3.8537], [4.2070, -1.1607, -4.4653], [4.0287, 0.4058, -4.4022], [5.4269, -0.2751, -3.6922], [3.6539, 1.7553, -2.3129], [5.0696, 1.0162, -1.5663], [3.4621, 0.7944, -0.8139], [4.0507, -1.2663, -1.9657], [1.7722, -0.7589, -1.7954], [1.9764, -1.4812, -3.3885], [-0.1887, 0.9466, -2.6487], [-0.0657, -0.4167, -3.7844], [0.1126, 1.2717, -4.3434], [-1.7572, 1.6867, -0.1083], [-2.8889, 0.8331, -0.6288], [-3.1697, -0.4074, 0.2397], [-4.3477, -1.0337, -0.1724], [-4.1622, -1.8241, -1.3307], [-4.1463, 1.6827, -0.6375], [-4.0160, 2.5271, -1.1990], [-4.9248, 1.2034, -1.1068], [-4.4856, 1.8981, 0.3055], [-0.7899, 1.2013, -0.0120], [-1.9849, 2.2130, 0.8209], [-1.5930, 2.5319, -0.7943], [-2.7648, 0.5982, -1.6873], [-3.2160, -0.0415, 1.2638], [-2.3131, -1.0806, 0.1630], [-3.4255, -2.6079, -1.1255], [-3.8880, -1.2138, -2.1977], [-5.0898, -2.3558, -1.5359], [-1.8342, 1.0631, 3.6484], [-0.6011, 1.4867, 3.4391], [-2.2631, 1.5079, 4.8048], [-2.6252, 1.6073, 2.6924], [-1.8578, -0.8046, 3.5629], [-3.2275, -1.1272, 3.2143], [-0.9369, -1.1138, 2.4452], [-1.3689, -1.2144, 4.8494], [0.7455, -3.9362, 1.7525]],
  "forces_ev_per_a": [[0.49, -0.62, -1.11], [-2.81, -0.99, 2.74], [0.62, 0.45, -0.84], [0.38, -0.26, 0.28], [0.05, -0.08, -0.16], [-0.03, 0.12, 0.05], [-0.16, 0.20, -0.26], [-0.19, 0.01, -0.12], [-0.11, -0.14, -0.19], [-0.11, -0.72, -0.45], [-0.27, 0.53, 0.45], [0.32, -0.09, 0.03], [-0.23, 0.35, -0.50], [-0.81, 0.16, -0.28], [0.34, -0.36, 0.55], [0.45, 0.36, 0.38], [0.04, 0.11, -0.38], [-0.17, 0.01, 0.14], [0.00, -0.17, 0.18], [0.15, 0.36, 0.11], [0.22, 0.02, -0.09], [-0.30, 0.00, 0.13], [0.36, -0.19, -0.01], [0.23, -0.13, 0.35], [-0.03, -0.04, -0.06], [-0.14, -0.13, -0.07], [0.18, 1.56, -0.52], [0.28, -0.34, 0.27], [0.66, 0.79, -0.67], [-0.62, 0.17, 0.04], [-0.12, -0.57, 0.32], [-0.82, -0.05, -0.52], [0.21, 0.18, 0.51], [0.24, -0.42, 0.35], [0.30, 0.15, 0.01], [-0.17, -0.52, 0.12], [-0.05, -0.59, 0.06], [0.06, -0.21, -0.24], [0.19, -0.17, 0.06], [-0.50, -0.54, 0.07], [0.14, 0.05, 0.15], [0.24, 0.23, -0.21], [0.11, -0.18, -0.08], [-0.14, 0.28, -0.01], [0.51, -0.98, -0.01], [0.26, 0.39, -0.10], [-0.23, 0.11, 0.44], [-0.39, 0.21, -0.18], [-0.19, -0.72, 1.39], [0.53, 0.36, -0.04], [0.70, 0.11, -1.04], [-0.30, 0.35, -0.79], [0.63, 1.59, -0.25]]
}

***

[4]
{
  "formula": "C6H14N2O2Tl",
  "method": "the ωB97M-V functional and the def2-TZVPD basis",
  "e_tot_ha": -668.21649,
  "homo_ev": -20.125,
  "total_charge": 3,
  "de_lowest_kj_mol": 17.5,
  "species": ["Tl", "C", "C", "O", "N", "C", "H", "H", "H", "H", "H", "H", "H", "C", "C", "O", "N", "C", "H", "H", "H", "H", "H", "H", "H"],
  "xyz": [[-18.8139, 1.6784, -15.8988], [-20.7596, -0.4295, -12.2645], [-19.5829, 0.4606, -12.0961], [-18.8724, 0.8763, -13.0366], [-19.2295, 0.8248, -10.8020], [-18.0796, 1.5287, -10.4167], [-21.5769, 0.1273, -12.7372], [-21.1556, -0.7944, -11.3162], [-20.5036, -1.2615, -12.9155], [-19.8910, 0.5443, -10.0674], [-17.6126, 1.0244, -9.5480], [-18.3941, 2.5362, -10.0387], [-17.3932, 1.6435, -11.2465], [-13.9107, 1.0029, -16.2177], [-14.9240, 0.2848, -15.3725], [-15.9658, 0.8070, -14.9911], [-14.6505, -1.0291, -15.0410], [-15.4979, -1.8861, -14.3177], [-14.3507, 1.9125, -16.6101], [-13.5600, 0.3748, -17.0386], [-13.0519, 1.2321, -15.5725], [-13.8173, -1.4525, -15.4615], [-15.0396, -2.8666, -14.2319], [-16.4792, -2.0090, -14.8201], [-15.7076, -1.4121, -13.3400]],
  "forces_ev_per_a": [[-0.11, 0.20, -0.18], [-0.46, 0.27, 0.25], [0.58, 0.08, -1.16], [-0.52, -0.33, 1.18], [-0.05, -0.20, 0.08], [0.02, 0.05, -0.33], [0.12, 0.02, -0.07], [0.12, -0.13, -0.04], [0.05, -0.06, 0.00], [0.12, 0.09, -0.05], [-0.16, 0.19, 0.17], [0.15, -0.11, 0.21], [-0.02, 0.09, -0.08], [-0.01, -0.41, 0.00], [0.15, 0.96, -0.50], [-0.07, -0.61, 0.27], [0.26, -0.32, 0.06], [0.07, -0.18, -0.03], [0.09, 0.11, 0.06], [0.03, 0.03, 0.01], [-0.05, 0.07, -0.03], [-0.06, 0.18, -0.07], [0.00, -0.02, 0.11], [-0.04, 0.07, 0.13], [-0.22, -0.03, -0.02]]
}

***

What is the formula in the fourth record? C6H14N2O2Tl